# C4H19NO9

A 7-piece molecular cluster, C4H19NO9 overall at a distorted geometry (wB97M-V/def2-TZVPD, the Open Molecules 2025 dataset).

As for the net charge: -2. The HOMO energy is -2.5 eV. The value obtained for the energy above the lowest of the compared OMol25 structures with the same formula, charge and spin is 1.212 eV. For the HOMO-LUMO gap, the calculation gives 0.282 Ha. The calculation puts the LUMO energy at 0.1898 hartree.

XYZ file:
```
33
C4H19NO9, DFT wB97M-V/def2-TZVPD
C -1.410 0.535 -0.189
C -0.325 1.274 -0.953
C -0.896 1.721 -2.285
O 0.055 2.321 -3.152
N -0.904 -0.146 1.001
C -1.601 -0.674 2.117
O -0.905 -1.285 2.981
O -2.867 -0.388 2.171
H -1.888 -0.210 -0.793
H -2.246 1.154 0.136
H 0.505 0.577 -1.091
H 0.148 2.009 -0.300
H -1.443 0.846 -2.691
H -1.732 2.442 -2.260
H 0.067 -0.397 0.879
H -3.571 -1.300 0.947
H -3.232 -2.384 -0.059
O -3.920 -1.774 0.145
H -0.143 1.814 2.439
H -1.294 1.323 3.382
O -0.664 2.073 3.262
H 0.802 -2.224 2.489
H 1.431 -2.492 1.080
O 1.281 -2.871 1.970
H 3.058 -0.466 -0.040
H 3.092 1.139 0.456
O 3.517 0.504 -0.145
H 2.407 -0.810 -2.421
H 2.814 -2.171 -0.735
O 2.347 -1.680 -0.062
H 3.531 0.088 -2.045
H 0.825 1.811 -3.433
O 3.162 -0.361 -2.801
```



# C4H20AgNO6

C4H20AgNO6 as an isolated structure at a distorted geometry (wB97M-V/def2-TZVPD, the Open Molecules 2025 dataset).

The expectation value of S² is 0.76. As for the net charge: +1. The HOMO energy (alpha / beta) is -12.7 / -12.7 eV. The value obtained for the energy above the lowest of the compared OMol25 structures with the same formula, charge and spin is 0.005 eV. The spin multiplicity is 2. For the HOMO-LUMO gap (alpha / beta), the calculation gives 0.352 / 0.287 Ha. The calculation puts the LUMO energy (alpha / beta) at -0.1157 / -0.1812 hartree.

XYZ file:
```
32
C4H20AgNO6, DFT wB97M-V/def2-TZVPD
Ag 0.577 0.004 1.828
O 2.132 -1.373 2.291
H 2.281 -1.749 3.165
C -0.193 -2.267 -2.256
C 0.162 -1.049 -1.370
C -0.560 0.194 -1.857
O -0.291 0.352 -3.214
C -0.653 1.609 -3.742
N -0.137 -1.336 0.058
H 0.160 -3.181 -1.782
H 0.161 -2.107 -3.269
H -1.287 -2.335 -2.279
H 1.228 -0.825 -1.436
H -0.160 1.053 -1.296
H -1.644 0.110 -1.673
H -1.721 1.828 -3.606
H -0.480 1.558 -4.812
H -0.070 2.402 -3.262
H 0.331 -2.242 0.191
H -1.096 -1.701 0.127
O 0.333 1.176 3.770
H 0.822 1.945 4.095
H -0.466 1.145 4.311
O -1.049 -1.304 2.926
H -1.480 -0.934 3.706
H -1.442 -2.183 2.831
O -0.982 1.575 1.038
H -1.486 1.617 0.214
H -1.056 2.457 1.426
O 2.354 1.658 1.356
H 3.174 1.316 0.974
H 2.537 2.587 1.548
```



# C4H20B2InO4

C4H20B2InO4 as an isolated structure at a distorted geometry (wB97M-V/def2-TZVPD, the Open Molecules 2025 dataset).

As for the net charge: +1. The HOMO energy is -12.4 eV. The value obtained for the energy above the lowest of the compared OMol25 structures with the same formula, charge and spin is 8.205 eV. For the HOMO-LUMO gap, the calculation gives 0.084 Ha. The calculation puts the LUMO energy at -0.3706 hartree.

XYZ file:
```
31
C4H20B2InO4, DFT wB97M-V/def2-TZVPD
In -11.285 -10.635 -0.605
B -12.252 -14.867 -2.726
H -11.276 -14.409 -2.687
H -12.172 -15.707 -3.399
H -12.591 -15.135 -1.738
H -13.072 -14.290 -3.124
B -12.610 -10.374 -5.097
H -12.428 -9.547 -4.429
H -13.636 -10.655 -4.912
H -12.427 -10.203 -6.147
H -12.016 -11.201 -4.741
C -5.016 -7.927 2.454
C -6.116 -9.033 2.439
O -7.386 -8.481 2.093
O -5.444 -7.068 3.475
H -4.784 -7.432 1.511
H -4.183 -8.550 2.779
H -6.204 -9.454 3.440
H -5.802 -9.910 1.873
H -7.269 -7.528 2.085
H -4.827 -6.349 3.629
C -8.575 -14.669 2.212
C -9.660 -13.996 3.029
O -10.887 -13.973 2.392
O -8.149 -13.827 1.239
H -8.834 -15.619 1.745
H -7.606 -14.622 2.709
H -9.377 -12.984 3.318
H -9.697 -14.470 4.010
H -11.193 -14.883 2.407
H -7.351 -14.123 0.796
```



# C4H20ClO6

C4H20ClO6 as an isolated structure at a distorted geometry (wB97M-V/def2-TZVPD, the Open Molecules 2025 dataset).

As for the net charge: -1. The HOMO energy is -4.9 eV. The value obtained for the energy above the lowest of the compared OMol25 structures with the same formula, charge and spin is 8.629 eV. For the HOMO-LUMO gap, the calculation gives 0.304 Ha. The calculation puts the LUMO energy at 0.1255 hartree.

XYZ file:
```
31
C4H20ClO6, DFT wB97M-V/def2-TZVPD
Cl 0.213 -0.584 -0.366
C 0.941 -1.299 2.930
O 1.403 -0.708 1.746
H 0.210 -0.623 3.374
H 0.479 -2.277 2.798
H 1.647 -1.409 3.753
H 0.713 -0.704 1.078
C -2.734 -1.243 -0.702
O -2.186 -0.720 0.506
H -2.926 -0.488 -1.464
H -1.994 -1.902 -1.156
H -3.587 -1.905 -0.556
H -1.299 -0.421 0.291
C -0.927 1.198 2.325
O -0.138 1.298 1.180
H -1.616 0.354 2.307
H -0.301 1.076 3.210
H -1.492 2.109 2.525
H -0.293 0.530 0.624
C 0.578 0.291 -3.784
O 0.992 0.825 -2.536
H 1.085 0.944 -4.494
H 0.888 -0.749 -3.885
H -0.511 0.304 -3.836
H 0.754 0.249 -1.806
O 2.723 0.385 -0.686
H 3.229 -0.305 -1.117
H 1.873 -0.017 -0.506
O 1.134 2.037 -0.599
H 0.362 2.598 -0.673
H 0.780 1.155 -0.482
```



# C4H20N2O4S

A 5-piece molecular cluster, C4H20N2O4S overall at a distorted geometry (wB97M-V/def2-TZVPD, the Open Molecules 2025 dataset).

The expectation value of S² is 0.75. As for the net charge: -1. The HOMO energy (alpha / beta) is 0.3 / -6.1 eV. The value obtained for the energy above the lowest of the compared OMol25 structures with the same formula, charge and spin is 0.010 eV. The spin multiplicity is 2. For the HOMO-LUMO gap (alpha / beta), the calculation gives 0.093 / 0.329 Ha. The calculation puts the LUMO energy (alpha / beta) at 0.1049 / 0.1041 hartree.

XYZ file:
```
31
C4H20N2O4S, DFT wB97M-V/def2-TZVPD
C -0.100 -1.027 -0.156
N 0.788 0.074 -0.563
C 0.156 1.422 -0.411
C 0.993 2.387 -1.196
S 1.642 1.922 -2.846
C -0.594 -1.234 1.274
N 0.435 -0.896 2.226
H -0.958 -1.021 -0.842
H 0.450 -1.906 -0.538
H 2.037 0.666 -2.965
H -0.014 1.640 0.644
H -0.823 1.293 -0.890
H 0.577 3.393 -1.265
H 1.936 2.570 -0.654
H -0.985 -2.243 1.362
H -1.462 -0.578 1.323
H 0.590 0.082 2.410
H 1.666 -0.008 -0.025
H 0.294 -1.334 3.126
H -1.683 1.396 1.474
H -2.521 1.749 2.690
O -1.611 1.756 2.372
H -4.309 -0.309 0.345
H -3.468 -0.335 -0.863
O -3.346 -0.363 0.114
H 0.763 -0.655 -2.250
H 0.048 -1.100 -3.561
O 0.857 -1.197 -3.047
H 2.300 -1.869 1.430
H 3.508 -2.486 0.656
O 2.835 -1.786 0.626
```



# C4H20NO10

A 8-piece molecular cluster, C4H20NO10 overall at a distorted geometry (wB97M-V/def2-TZVPD, the Open Molecules 2025 dataset).

As for the net charge: -1. The HOMO energy is -6.3 eV. The value obtained for the energy above the lowest of the compared OMol25 structures with the same formula, charge and spin is 0.000 eV. For the HOMO-LUMO gap, the calculation gives 0.342 Ha. The calculation puts the LUMO energy at 0.1092 hartree.

XYZ file:
```
35
C4H20NO10, DFT wB97M-V/def2-TZVPD
O -0.691 0.593 -0.665
C -0.112 -0.486 -0.383
O 0.189 -1.341 -1.255
C 0.247 -0.805 1.068
C -1.016 -0.908 1.931
C -1.480 0.417 2.482
N -2.721 0.836 2.068
O -0.912 1.003 3.389
H 0.604 -1.832 1.027
H 1.058 -0.178 1.417
H -0.766 -1.461 2.845
H -1.750 -1.555 1.456
H -3.130 0.311 1.313
H -2.998 1.756 2.360
H 1.304 -0.060 -3.074
H 0.210 0.335 -4.073
O 1.012 0.655 -3.652
H 1.808 -2.214 -1.506
H 3.040 -2.054 -2.522
O 2.444 -2.673 -2.095
H 1.687 2.872 0.445
H 2.733 2.797 1.530
O 1.790 2.660 1.387
H -2.502 0.816 -0.634
H -2.921 -0.273 -1.500
O -3.330 0.345 -0.881
H 2.143 0.980 2.888
H 1.344 0.020 3.724
O 2.242 0.362 3.623
H -0.849 -2.637 -2.730
H 0.494 -2.923 -3.210
O -0.308 -3.402 -2.962
H -0.048 2.499 -0.650
H 0.588 2.527 -1.998
O 0.598 3.017 -1.164
```



Please write out number 3 again, unchanged.
# C4H20B2InO4

C4H20B2InO4 as an isolated structure at a distorted geometry (wB97M-V/def2-TZVPD, the Open Molecules 2025 dataset).

As for the net charge: +1. The HOMO energy is -12.4 eV. The value obtained for the energy above the lowest of the compared OMol25 structures with the same formula, charge and spin is 8.205 eV. For the HOMO-LUMO gap, the calculation gives 0.084 Ha. The calculation puts the LUMO energy at -0.3706 hartree.

XYZ file:
```
31
C4H20B2InO4, DFT wB97M-V/def2-TZVPD
In -11.285 -10.635 -0.605
B -12.252 -14.867 -2.726
H -11.276 -14.409 -2.687
H -12.172 -15.707 -3.399
H -12.591 -15.135 -1.738
H -13.072 -14.290 -3.124
B -12.610 -10.374 -5.097
H -12.428 -9.547 -4.429
H -13.636 -10.655 -4.912
H -12.427 -10.203 -6.147
H -12.016 -11.201 -4.741
C -5.016 -7.927 2.454
C -6.116 -9.033 2.439
O -7.386 -8.481 2.093
O -5.444 -7.068 3.475
H -4.784 -7.432 1.511
H -4.183 -8.550 2.779
H -6.204 -9.454 3.440
H -5.802 -9.910 1.873
H -7.269 -7.528 2.085
H -4.827 -6.349 3.629
C -8.575 -14.669 2.212
C -9.660 -13.996 3.029
O -10.887 -13.973 2.392
O -8.149 -13.827 1.239
H -8.834 -15.619 1.745
H -7.606 -14.622 2.709
H -9.377 -12.984 3.318
H -9.697 -14.470 4.010
H -11.193 -14.883 2.407
H -7.351 -14.123 0.796
```